No. 1
Below is a molecular structure, C33H63BBr6FInKMgO8PS at a distorted geometry, with properties calculated with ωB97M-V/def2-TZVPD.

```
! wB97M-V def2-TZVPD RIJCOSX def2/J DEFGRID3
* xyz 0 1
C -4.0303 3.5568 -1.2996
C -3.1380 2.4631 -0.6546
C -2.9100 2.7208 0.8503
C -2.1479 1.6263 1.6590
C -1.9112 0.2592 0.9874
C -0.7324 0.2179 -0.0145
C -0.9010 -0.8129 -1.1700
C -0.9951 -0.1466 -2.5673
C -1.3552 -1.1468 -3.6859
C -1.2135 -0.6055 -5.1427
C -1.5018 0.9203 -5.3535
C -0.2998 1.7007 -6.0039
C 1.0660 1.5745 -5.2937
C 1.9806 0.4234 -5.8146
C 2.3813 -0.7098 -4.8268
C 2.5334 -2.0892 -5.5145
In 3.0536 -3.8410 -4.2074
B 3.7547 -3.2555 -2.1064
O 2.9189 -3.3453 -0.9862
O 5.0703 -2.7750 -1.8718
C 5.9778 -3.6391 -1.2090
C 7.0623 -2.8018 -0.5096
P 1.1457 -5.6034 -3.9154
C 0.3136 -5.3965 -2.2665
C -0.1831 -5.1948 -5.1555
C 0.2692 -5.6847 -6.5597
H -5.0780 3.4677 -0.9838
H -3.6479 4.5641 -1.0856
H -4.0196 3.4401 -2.3972
H -3.6035 1.4802 -0.8362
H -2.1698 2.4747 -1.1772
H -3.8798 2.9078 1.3386
H -2.3391 3.6673 0.9234
H -2.7450 1.4297 2.5683
H -1.1798 2.0143 2.0223
H -1.6812 -0.4592 1.7964
H -2.8366 -0.1134 0.5190
H 0.1732 -0.0603 0.5527
H -0.5425 1.2192 -0.4296
H -1.7832 -1.4500 -0.9897
H -0.0007 -1.4514 -1.1798
H -0.0327 0.3372 -2.7610
H -1.7780 0.6270 -2.5092
H -0.6739 -2.0143 -3.5956
H -2.3650 -1.5551 -3.5133
H -0.2154 -0.8638 -5.5227
H -1.9205 -1.1756 -5.7761
H -2.3385 1.0260 -6.0720
H -1.8431 1.4132 -4.4379
H -0.5869 2.7712 -6.0092
H -0.1928 1.4185 -7.0671
H 0.9322 1.5182 -4.2074
H 1.6116 2.5188 -5.4741
H 2.8962 0.8676 -6.2284
H 1.4433 -0.0758 -6.6443
H 1.6640 -0.7784 -3.9902
H 3.3576 -0.4607 -4.3825
H 3.3936 -2.0138 -6.2107
H 1.6476 -2.3248 -6.1379
H 4.2962 -4.7647 -5.0829
H 3.3557 -2.9591 -0.2263
H 5.4594 -4.2779 -0.4691
H 6.4411 -4.3181 -1.9431
H 6.6105 -2.1910 0.2918
H 7.4990 -2.1024 -1.2350
H 7.8502 -3.4424 -0.0922
H 0.7890 -6.0709 -1.5412
H -0.7600 -5.6383 -2.3399
H 0.4048 -4.3726 -1.8890
H -0.3670 -4.1068 -5.2095
H -1.1227 -5.6826 -4.8486
H 0.8814 -6.5992 -6.4807
H 0.8986 -4.9167 -7.0424
H -0.5952 -5.9008 -7.2054
F -2.5085 3.4296 4.0895
C -1.3734 3.6695 4.8266
C -0.4125 4.5218 4.3168
C 0.7157 4.7713 5.0883
C 0.8570 4.1784 6.3360
C -0.1224 3.3155 6.8068
C -1.2489 3.0450 6.0460
H -0.5364 4.9733 3.3425
H 1.4782 5.4385 4.7109
H 1.7357 4.3829 6.9355
H -0.0086 2.8417 7.7721
H -2.0266 2.3779 6.3925
Mg -3.3053 5.4243 4.2388
C -4.1922 4.5988 10.7202
C -4.2486 3.2757 9.9868
O -3.2064 3.4020 8.9951
S -2.0128 4.2476 9.5613
O -0.9804 3.4086 10.0641
O -1.7076 5.2900 8.6352
O -2.7696 4.9010 10.8201
H -4.6728 5.4006 10.1600
H -4.6062 4.5438 11.7225
H -5.1952 3.1070 9.4835
H -4.0137 2.4310 10.6347
C -0.7571 -9.5627 -5.0785
Br 1.1565 -9.4464 -5.0342
Br -1.5730 -8.5055 -3.6905
Br -1.4691 -9.1190 -6.8127
H -1.0223 -10.5917 -4.8867
O 2.3778 4.5865 12.9274
C 3.1382 4.6972 11.9549
C 2.2604 3.4852 10.6612
O 2.9948 3.5066 9.6613
H 4.1284 4.2161 11.9309
H 3.0863 5.5922 11.3036
H 1.2934 4.0219 10.6399
H 2.1934 2.5733 11.2769
C -0.1734 -2.9997 -9.7342
Br 1.7473 -2.9912 -9.6681
Br -0.9356 -1.9211 -8.3359
Br -0.8101 -2.4517 -11.4714
H -0.5067 -4.0156 -9.5794
K -0.2823 6.5121 10.0933
*
```

Computed properties:
HOMO energy = -4.1 eV
E_LUMO = -3.5 eV
E_tot = -19195.2807 hartree
M = 1338.4 g/mol
gap between HOMO and LUMO = 0.020 hartree

Löwdin atomic charge list, values in e, 2 entries: -0.11 -0.27


No. 2
Below is a single C4H5N3 molecule at a distorted geometry, with properties calculated with ωB97M-V/def2-TZVPD.

```
! wB97M-V def2-TZVPD RIJCOSX def2/J DEFGRID3
* xyz 0 1
C -0.9029 1.1737 0.2982
C -0.1352 -1.1317 0.6295
C 0.1474 0.2598 -0.1693
C 1.0089 0.3823 -1.1801
N -0.7510 -0.6436 1.7510
N -0.6617 0.6444 1.6507
N 0.4284 -2.2493 0.5121
H 0.7764 -2.4459 -0.4232
H -1.9244 1.0240 -0.0480
H -0.6409 2.2322 0.2973
H 1.8020 -0.3353 -1.3355
H 0.8529 1.0895 -1.9825
*
```

Computed properties:
structure (SMILES) = [H]/N=C1/N=NCC1=C
HOMO energy (alpha / beta) = -9.3 / -9.3 eV
E_LUMO (alpha / beta) = -1.1 / -1.1 eV
E_tot = -319.5256 hartree
M = 95.1 g/mol
gap between HOMO and LUMO (alpha / beta) = 0.303 / 0.303 hartree

natural (NBO) atomic charge list, values in e, 2 entries: -0.34 0.35


No. 3
Below is 9 unconnected molecules or ions with the total composition C12H42O9 at a distorted geometry, with properties calculated with ωB97M-V/def2-TZVPD.

```
! wB97M-V def2-TZVPD RIJCOSX def2/J DEFGRID3
* xyz 0 1
O 4.6854 -4.0376 0.5539
H 3.9463 -3.4467 0.4094
H 5.4586 -3.4799 0.4692
O 6.3523 1.9885 3.9763
H 5.8886 2.2903 3.1952
H 6.0734 2.5887 4.6679
O 7.7353 -1.1648 -0.1639
H 7.8404 -0.8039 -1.0442
H 8.2989 -0.6217 0.3871
O 1.9495 -0.6320 -0.1659
H 2.6876 -0.0535 0.0260
H 1.6171 -0.3252 -1.0095
O 4.4250 3.5801 0.0498
H 4.6338 3.6948 -0.8773
H 3.6302 4.0967 0.1825
C -1.6183 2.2574 -5.9562
C -0.4501 3.0722 -5.3890
C -0.7777 4.4966 -4.9228
O 0.0764 2.3196 -4.3483
H -1.9293 2.6744 -6.9141
H -2.4615 2.3711 -5.2749
H -1.4857 1.1756 -5.9743
H 0.3177 3.2712 -6.1366
H 0.1707 4.8762 -4.5426
H -1.4358 4.3902 -4.0604
H -1.1058 5.0473 -5.8043
H 1.0060 2.5381 -4.4468
C -3.7868 -5.5197 -2.4938
C -2.4601 -4.7949 -2.6476
C -1.5455 -5.3000 -3.7309
O -2.8026 -3.4713 -3.0248
H -3.5739 -6.5887 -2.4836
H -4.4325 -5.4838 -3.3712
H -4.2325 -5.2532 -1.5354
H -1.9322 -4.7683 -1.6943
H -0.7906 -4.5520 -3.9732
H -2.1981 -5.4516 -4.5907
H -1.1711 -6.2971 -3.4992
H -1.9575 -3.0525 -3.2038
C -2.2957 -2.6653 4.3055
C -1.1821 -2.4903 5.3757
C -1.0764 -3.6892 6.3865
O 0.0803 -2.2512 4.7550
H -3.3418 -2.7076 4.6089
H -1.9472 -3.6015 3.8693
H -2.1602 -1.9051 3.5363
H -1.3181 -1.6129 6.0079
H -2.0914 -3.8366 6.7555
H -0.3768 -3.3488 7.1498
H -0.7620 -4.6015 5.8795
H -0.0503 -1.6190 4.0444
C -1.3564 4.9214 3.4395
C -1.0021 4.1145 2.1066
C -2.2942 3.6729 1.3912
O -0.1521 4.9049 1.2870
H -2.0150 5.7537 3.1914
H -0.5096 5.2411 4.0468
H -2.0302 4.3318 4.0611
H -0.4623 3.2126 2.3953
H -2.9930 3.1105 2.0105
H -2.0971 3.0607 0.5112
H -2.8177 4.5412 0.9913
H -0.3938 5.8335 1.2563
*
```

Computed properties:
structure (SMILES) = CC(C)O.CC(C)O.CC(C)O.CC(C)O.O.O.O.O.O
HOMO energy = -9.9 eV
E_LUMO = 0.0 eV
E_tot = -1159.4732 hartree
M = 330.5 g/mol
gap between HOMO and LUMO = 0.363 hartree

natural (NBO) atomic charge list, values in e, 2 entries: -0.94 0.47


No. 4
Below is a molecular structure, C15H12BFN2O4Pt at a distorted geometry, with properties calculated with ωB97M-V/def2-TZVPD.

```
! wB97M-V def2-TZVPD RIJCOSX def2/J DEFGRID3
* xyz 0 5
Pt 0.0399 -0.1343 0.0668
O 6.3983 2.4207 0.0860
C 6.2666 1.2054 0.0017
O 6.9508 0.1942 -0.0637
C 4.6981 0.8262 -0.0412
C 4.3205 -0.5464 -0.1270
C 2.9998 -0.8476 -0.1964
N 2.0245 0.1110 -0.1973
C 2.4082 1.4410 -0.0303
C 3.7394 1.8097 0.0246
C 1.3082 2.3830 0.1748
O 1.4360 3.5900 0.1962
O 0.1144 1.7839 0.3455
H 5.0664 -1.3231 -0.1475
H 2.6685 -1.8733 -0.2802
H 3.9804 2.8570 0.1292
F -1.9987 -1.4881 5.2748
C -2.0302 -1.1257 4.0014
C -2.2737 -2.0998 3.0350
C -2.2950 -1.7326 1.7169
C -2.0682 -0.3775 1.3279
C -2.0969 0.0201 -0.0488
C -1.8544 0.5866 2.3619
C -1.8321 0.2138 3.6805
H -2.4444 -3.1231 3.3405
H -2.4912 -2.4771 0.9563
H -2.2882 1.0670 -0.2568
H -2.5400 -0.6691 -0.7575
H -1.7091 1.6237 2.0900
H -1.6695 0.9341 4.4704
B -0.1965 -4.6325 -0.8615
C -0.0491 -3.1483 -0.5453
N 0.0050 -2.0213 -0.2580
H -0.1435 -4.7846 -2.0565
H 0.7366 -5.2147 -0.3672
H -1.2598 -4.9799 -0.4133
*
```

Computed properties:
HOMO energy (alpha / beta) = -6.5 / -10.1 eV
E_LUMO (alpha / beta) = -0.6 / -4.5 eV
E_tot = -1233.0903 hartree
M = 509.2 g/mol
gap between HOMO and LUMO (alpha / beta) = 0.219 / 0.205 hartree

natural (NBO) atomic charge list, values in e, 2 entries: 1.26 -0.42


No. 5
Below is a molecular structure, C43H33AgNO5P2 at a distorted geometry, with properties calculated with ωB97M-V/def2-TZVPD.

```
! wB97M-V def2-TZVPD RIJCOSX def2/J DEFGRID3
* xyz 1 1
Ag 0.4661 -0.0675 0.7227
O 4.7402 -0.7899 -0.9583
C 3.6262 -0.5184 -0.3033
O 2.7828 0.2932 -0.6070
C 3.5177 -1.4213 0.8793
C 4.3735 -2.4956 1.0890
C 4.0748 -3.3596 2.0969
C 3.0175 -3.0958 2.9310
C 2.2146 -1.9615 2.6533
N 2.4702 -1.1700 1.6483
C 1.0115 -1.5946 3.5601
O 0.9674 -2.1377 4.7638
O 0.1392 -0.8799 3.1514
H 4.6224 -0.3446 -1.8045
H 5.2240 -2.5815 0.3889
H 4.6643 -4.2421 2.1171
H 2.6679 -3.7473 3.6653
H 1.8744 -2.3415 5.1136
O -2.1796 0.2610 -1.0838
C -2.8301 1.4721 -0.8448
C -4.1216 1.6602 -1.2845
C -4.7952 2.8467 -0.9790
C -4.1294 3.8349 -0.2670
C -2.8611 3.5993 0.2608
C -2.1824 2.3931 0.0042
P -0.4836 2.2312 0.7186
C -0.6892 2.9196 2.4062
C 0.3511 3.5233 3.1102
C 0.0926 4.0833 4.3379
C -1.1467 3.9884 5.0066
C -2.1357 3.3169 4.3147
C -1.9119 2.7778 3.0224
C 0.4377 3.4676 -0.2254
C 0.4067 4.8646 -0.0200
C 0.9997 5.7051 -0.8723
C 1.8901 5.2226 -1.8491
C 2.0210 3.8695 -1.9921
C 1.3047 2.9979 -1.2444
C -1.5334 0.1247 -2.3327
C -1.7790 1.0203 -3.3424
C -1.0979 0.8994 -4.5746
C -0.3322 -0.2853 -4.7897
C -0.2007 -1.2365 -3.7725
C -0.6854 -0.9617 -2.5156
P -0.2104 -1.7654 -0.9826
C -1.6045 -2.7258 -0.5447
C -2.0238 -3.7810 -1.3546
C -3.0688 -4.5889 -0.9478
C -3.6727 -4.2989 0.2735
C -3.3238 -3.2588 1.0774
C -2.2529 -2.4773 0.6973
C 1.0605 -2.9852 -1.3119
C 2.1247 -2.9015 -2.2324
C 3.0655 -3.9352 -2.2469
C 3.0650 -4.9917 -1.3531
C 2.0768 -5.0387 -0.3770
C 1.1175 -4.0582 -0.4061
H -4.6951 0.8932 -1.8819
H -5.8326 3.0100 -1.2622
H -4.6063 4.7389 0.0817
H -2.4381 4.3378 0.9332
H 1.3692 3.5383 2.7172
H 0.8640 4.5506 4.8929
H -1.2469 4.3859 6.0064
H -3.0502 3.1251 4.8035
H -2.7021 2.2757 2.5126
H -0.3038 5.2388 0.7248
H 0.9600 6.8068 -0.7352
H 2.3914 5.9768 -2.4480
H 2.7287 3.4092 -2.6864
H 1.3321 1.9187 -1.4533
H -2.4141 1.9000 -3.1099
H -1.2593 1.6819 -5.3280
H 0.1144 -0.4742 -5.7857
H 0.3909 -2.1599 -3.9397
H -1.6018 -3.9766 -2.3272
H -3.3732 -5.4524 -1.5273
H -4.4692 -4.9870 0.5561
H -3.8962 -3.0043 1.9341
H -2.0293 -1.5680 1.2324
H 2.2454 -2.0719 -2.9477
H 3.9178 -3.8561 -2.8957
H 3.9509 -5.6521 -1.4149
H 2.0883 -5.7868 0.3812
H 0.3485 -4.1321 0.3770
*
```

Computed properties:
HOMO energy = -10.3 eV
E_LUMO = -3.0 eV
E_tot = -2918.8740 hartree
M = 813.6 g/mol
gap between HOMO and LUMO = 0.269 hartree

Löwdin atomic charge list, values in e, 2 entries: 0.57 0.14


No. 6
Below is a molecular structure, C31H33ClF4N6O2STc at a distorted geometry, with properties calculated with ωB97M-V/def2-TZVPD.

```
! wB97M-V def2-TZVPD RIJCOSX def2/J DEFGRID3
* xyz 2 4
Tc 0.0631 1.3595 0.4450
C -0.0042 1.0984 -2.7440
N -0.3100 2.0292 -1.6539
C 0.6606 3.1538 -1.7355
C -1.6945 2.5780 -1.7077
C -2.5954 1.8684 -0.7214
N -1.9209 1.8104 0.5760
C -2.6881 1.4326 1.6668
C -2.2121 1.6989 2.9654
F -1.0982 2.4439 3.0857
C -2.8374 1.2498 4.1064
F -2.2691 1.4873 5.2896
C -4.0286 0.5541 4.0363
C -4.5583 0.3301 2.7830
F -5.7025 -0.3359 2.6566
C -3.9152 0.7480 1.6287
F -4.4841 0.4127 0.4581
H -0.4375 1.4293 -3.6879
H 0.2963 -0.6807 -1.6767
H 1.0778 1.0286 -2.8467
H 0.5386 3.7145 -2.6666
H 1.6774 2.7708 -1.6841
H 0.4889 3.8459 -0.9072
H -2.1066 2.5079 -2.7172
H -1.6581 3.6329 -1.4385
H -2.8229 0.8582 -1.0802
H -3.5357 2.4162 -0.6471
H -4.5361 0.2092 4.9257
C -1.9757 -3.1801 2.3742
N -0.8296 -2.4493 2.8866
C -0.1648 -2.7182 4.0649
C 0.8220 -1.8180 4.1901
N 0.7703 -0.9877 3.0676
C -0.2597 -1.3995 2.2764
S -0.7342 -0.8823 0.7292
C 1.6294 0.1187 2.9046
C 2.8828 0.0729 3.5073
C 3.6732 1.2043 3.5103
C 3.1693 2.3668 2.9412
C 1.9532 2.3020 2.3056
N 1.1987 1.1899 2.2349
H -2.2354 -3.9635 3.0792
H -1.7401 -3.6226 1.4072
H -2.8246 -2.5071 2.2525
H -0.4543 -3.5262 4.7131
H 1.5172 -1.6694 4.9942
H 3.2394 -0.8533 3.9317
H 4.6571 1.1826 3.9578
H 3.7266 3.2917 2.9649
H 1.5460 3.1789 1.8114
Cl 8.0815 -1.7346 -0.3943
C 6.4143 -1.3289 -0.4474
C 5.4991 -2.2427 -0.9592
C 4.1675 -1.8909 -1.0599
C 3.7400 -0.6332 -0.6354
C 4.6579 0.2567 -0.0769
C 5.9927 -0.0852 0.0122
C 2.3232 -0.2442 -0.7997
O 1.5531 -0.9609 -1.4736
O 1.9606 0.8729 -0.2538
H 5.8387 -3.2146 -1.2891
H 3.4442 -2.5811 -1.4717
H 4.3223 1.2245 0.2705
H 6.7185 0.6049 0.4202
C -3.5942 -1.5493 -3.6709
C -2.1541 -1.2237 -4.0955
C -1.5160 -2.4624 -4.7830
C -2.1602 -0.0427 -5.0917
C -1.2935 -1.0018 -2.9443
N -0.4411 -0.2690 -2.4011
H -4.1494 -1.8681 -4.5513
H -4.0894 -0.6719 -3.2540
H -3.6226 -2.3513 -2.9342
H -2.0775 -2.6735 -5.6920
H -1.5568 -3.3337 -4.1315
H -0.4755 -2.2750 -5.0498
H -2.7904 -0.3252 -5.9341
H -1.1602 0.1642 -5.4746
H -2.5866 0.8579 -4.6475
*
```

Computed properties:
HOMO energy (alpha / beta) = -12.9 / -13.3 eV
E_LUMO (alpha / beta) = -6.1 / -6.3 eV
E_tot = -3018.1875 hartree
M = 763.2 g/mol
gap between HOMO and LUMO (alpha / beta) = 0.249 / 0.258 hartree

Löwdin atomic charge list, values in e, 2 entries: 1.30 -0.12